Record 1
Entry from the OMol25 dataset: 2 unconnected molecules or ions with the total composition C3H8N2 at a distorted geometry (wB97M-V/def2-TZVPD).

Output
2S+1: 2
Relative energy (zero: lowest compared OMol25 entry of this formula, charge and spin): 397.1 kJ/mol
Total charge: +1
Frontier orbital gap (spin up / spin down): 8.6 / 3.9 eV
HOMO level (spin up / spin down): -13.661 / -13.580 eV

```
13
Properties=species:S:1:pos:R:3:forces:R:3:lowdin_spin:R:1
C -0.197784 -1.277352 2.043397 1.3 -0.5 -1.3 0.01
C 1.006621 -0.831935 1.651897 -3.2 -1.6 1.9 0.01
H -0.191323 -2.221096 2.516731 0.0 -0.5 1.6 0.00
H -1.194093 -1.078401 1.677515 0.1 0.8 -0.4 0.00
H 1.908389 -1.127661 2.041423 1.7 -1.4 1.3 0.00
H 1.191838 -0.239499 0.877876 0.2 3.3 -3.1 0.00
N 0.492578 1.450826 -1.033986 -3.2 -0.5 -4.0 0.48
C -0.563878 0.603487 -1.471309 1.4 0.6 1.1 0.01
N -1.019422 0.764280 -2.695596 2.1 0.3 0.9 0.45
H 0.823492 2.087974 -1.793903 0.0 -0.6 0.7 0.01
H 0.345045 1.893224 -0.165037 0.6 0.1 1.9 0.01
H -0.893443 -0.111681 -0.681823 0.0 0.5 -0.7 0.00
H -1.708020 0.087834 -2.967186 -0.9 -0.4 0.0 0.01
```
Positions in Å, forces in eV/Å.

=====

Record 2
Entry from the OMol25 dataset: C5H9NO in the gas phase (wB97M-V/def2-TZVPD).

Output
Relative energy (zero: lowest compared OMol25 entry of this formula, charge and spin): 92.7 kJ/mol
Frontier orbital gap: 10.5 eV
SMILES: C[C@@H]1C(=O)N[C@@H]1C
HOMO level: -9.575 eV

```
16
Properties=species:S:1:pos:R:3:forces:R:3:lowdin_charge:R:1
C 1.396636 -0.905496 -0.292155 0.0 0.0 0.0 -0.06
C 0.810258 0.151014 0.645883 0.1 0.1 0.0 -0.20
C -0.046151 -0.590295 1.685505 0.1 -0.2 0.2 -0.47
O 0.159025 -1.241355 2.678068 -0.1 0.1 -0.4 0.08
N -1.200342 -0.256411 1.010789 -0.1 -0.1 0.1 0.12
C -0.546394 0.732650 0.144268 0.0 0.2 -0.1 -0.32
C -0.910745 0.772996 -1.329006 0.0 -0.1 0.0 -0.06
H 2.231986 -1.426501 0.185662 -0.1 0.1 -0.1 0.09
H 1.731092 -0.471887 -1.240626 0.0 0.0 0.2 0.08
H 0.627595 -1.655244 -0.516483 0.2 0.1 0.0 0.09
H 1.556465 0.862057 1.010381 -0.1 -0.1 -0.1 0.14
H -2.029451 -0.805834 0.867542 -0.3 0.2 0.2 0.14
H -0.707238 1.733083 0.570431 0.1 -0.1 -0.1 0.14
H -0.843262 -0.203319 -1.822623 0.0 0.2 0.1 0.08
H -0.244642 1.477973 -1.841973 -0.1 -0.2 0.0 0.08
H -1.934954 1.149081 -1.446901 0.2 -0.1 0.0 0.08
```
Positions in Å, forces in eV/Å.

=====

Record 3
Entry from the OMol25 dataset: a molecular structure, C7H14O4Sc at a distorted geometry (wB97M-V/def2-TZVPD).

Output
Total charge: +1
Frontier orbital gap: 6.0 eV
HOMO level: -10.890 eV

```
26
Properties=species:S:1:pos:R:3:forces:R:3:lowdin_charge:R:1
C -2.814392 1.227941 -1.608053 0.2 0.0 -2.1 -0.28
O -3.208127 1.581398 -0.321590 0.9 -0.4 1.7 -0.28
C -1.843824 0.045692 -1.691433 -0.4 -0.5 -0.3 -0.21
O -0.593048 0.296975 -1.081966 0.1 0.4 1.2 -0.16
C -0.462313 -0.132110 0.298321 -0.7 0.1 -0.3 -0.28
C 0.536130 0.741227 0.995975 1.1 -0.5 -0.3 -0.18
O -0.207936 1.844424 1.604795 -0.8 0.0 0.0 -0.33
C 0.558477 2.807951 2.293509 0.7 0.8 0.5 -0.04
Sc -2.094083 1.119929 1.125622 -0.3 -0.2 -1.0 1.43
H -2.332094 2.084628 -2.125381 -0.3 -0.3 0.4 0.14
H -3.689156 0.946260 -2.230531 0.2 0.2 0.4 0.14
H -1.648523 -0.173276 -2.755189 -0.1 0.1 0.4 0.15
H -2.309991 -0.852849 -1.245264 0.1 0.2 -0.1 0.13
H 1.290486 1.195737 0.329987 -0.3 -0.2 0.1 0.15
H 1.045025 0.200179 1.807926 -0.2 0.2 -0.2 0.14
H -0.132717 3.531699 2.738214 0.2 -0.1 -0.1 0.11
H 1.149373 2.327377 3.088784 -0.2 0.1 -0.3 0.11
H 1.237400 3.324741 1.598944 -0.2 -0.2 0.2 0.12
H -0.210587 -1.200254 0.394781 -0.2 0.4 -0.2 0.11
C 2.216301 -3.586771 -0.073224 0.2 -0.3 0.2 -0.06
O 1.611250 -2.897818 -1.189516 -0.1 0.3 0.2 -0.21
C 1.977164 -1.721721 -1.568410 0.0 -0.1 -0.4 0.04
H 2.730461 -4.469197 -0.470182 -0.1 0.2 0.2 0.10
H 2.916284 -2.915600 0.444552 -0.1 -0.2 -0.2 0.09
H 1.406747 -3.896256 0.597110 0.2 0.0 -0.2 0.09
H 2.871691 -1.430306 -0.957779 0.0 0.0 0.2 0.01
```
Positions in Å, forces in eV/Å.

=====

Number 1: energy -228.18721 Eh. Number 2: energy -325.90225 Eh. Number 3: energy -1336.40389 Eh.